Record 1
Molecular formula: C29H25F5N13OSTi
Method: DFT, ωB97M-V/def2-TZVPD

Cartesian coordinates (Å):
Ti (-0.198, 0.057, -0.766)
C (2.272, 0.871, -2.352)
N (1.530, -0.456, -2.175)
C (2.353, -1.547, -1.602)
C (2.050, -1.772, -0.162)
N (1.247, -0.957, 0.528)
C (0.999, -1.656, 1.731)
C (0.235, -1.189, 2.834)
C (0.316, -1.906, 4.006)
C (1.099, -3.108, 4.073)
C (1.793, -3.624, 2.994)
C (1.759, -2.822, 1.798)
N (2.379, -2.881, 0.521)
C (2.156, 1.731, -1.165)
N (1.298, 1.477, -0.199)
C (1.603, 2.420, 0.856)
C (1.228, 2.531, 2.190)
C (1.870, 3.490, 2.981)
C (2.705, 4.452, 2.404)
C (3.009, 4.412, 1.039)
C (2.551, 3.290, 0.324)
N (2.869, 2.859, -0.989)
H (3.338, 0.664, -2.566)
H (1.878, 1.359, -3.277)
H (1.127, -0.766, -3.092)
H (2.162, -2.498, -2.105)
H (3.425, -1.389, -1.772)
H (-0.284, -0.235, 2.773)
H (-0.222, -1.575, 4.906)
H (1.035, -3.657, 4.982)
H (2.293, -4.577, 3.116)
H (2.996, -3.570, 0.162)
H (0.441, 1.889, 2.607)
H (1.601, 3.594, 4.065)
H (3.058, 5.273, 3.041)
H (3.633, 5.168, 0.572)
H (3.784, 3.019, -1.386)
N (-2.276, -0.249, -2.013)
N (-2.967, 0.984, -2.198)
C (-2.189, 2.020, -2.543)
N (-2.734, 3.246, -2.629)
S (-0.593, 1.741, -2.994)
H (-2.171, -0.692, -2.900)
H (-2.788, -0.834, -1.384)
H (-3.888, 1.078, -1.799)
H (-3.663, 3.366, -2.966)
H (-2.067, 3.793, -3.128)
N (-1.971, -3.738, 0.960)
C (-1.951, -2.401, 0.825)
N (-1.377, -2.081, -0.339)
C (-1.042, -3.320, -0.900)
N (-1.445, -4.347, -0.142)
C (-0.338, -3.526, -2.143)
C (0.243, -4.763, -2.293)
N (1.064, -5.061, -3.323)
C (0.971, -4.164, -4.358)
C (0.232, -3.019, -4.248)
N (-0.385, -2.627, -3.104)
H (-2.420, -4.274, 1.742)
H (-2.312, -1.729, 1.593)
H (0.178, -5.483, -1.465)
H (1.481, -4.489, -5.280)
H (0.299, -2.289, -5.085)
F (-4.527, 4.673, 2.799)
C (-3.624, 3.775, 2.299)
C (-2.880, 4.134, 1.183)
F (-3.078, 5.348, 0.555)
C (-1.940, 3.260, 0.759)
F (-0.934, 3.778, 0.038)
C (-1.969, 1.875, 1.078)
O (-1.323, 0.965, 0.386)
C (-2.751, 1.559, 2.256)
F (-2.783, 0.369, 2.848)
C (-3.483, 2.494, 2.893)
F (-3.992, 2.257, 4.125)

Total charge ... +3
Highest occupied orbital energy ... -16.4657 eV

***

Record 2
Molecular formula: C29H25N5S2V
Method: DFT, ωB97M-V/def2-TZVPD

Cartesian coordinates (Å):
V (-0.248, -0.085, -0.052)
C (3.634, 3.649, -1.680)
S (1.905, 3.394, -2.130)
C (1.575, 1.908, -1.382)
S (0.000, 1.178, -1.840)
N (2.361, 1.268, -0.577)
N (1.792, 0.061, -0.226)
C (2.553, -0.959, -0.095)
C (1.874, -2.226, 0.116)
C (2.528, -3.420, 0.327)
C (1.766, -4.576, 0.501)
C (0.389, -4.477, 0.456)
C (-0.197, -3.237, 0.226)
N (0.521, -2.125, 0.049)
H (3.916, 4.584, -2.161)
H (4.242, 2.835, -2.066)
H (3.738, 3.737, -0.602)
H (3.630, -0.863, -0.197)
H (3.610, -3.450, 0.353)
H (2.248, -5.530, 0.669)
H (-0.242, -5.345, 0.590)
H (-1.274, -3.139, 0.179)
C (-2.853, -2.306, -2.529)
C (-4.043, -1.890, -1.919)
C (-4.050, -0.919, -0.927)
C (-2.861, -0.342, -0.498)
C (-1.646, -0.831, -1.068)
C (-1.656, -1.773, -2.113)
C (-2.815, 0.839, 0.392)
C (-3.940, 1.506, 0.866)
C (-3.768, 2.669, 1.583)
C (-2.486, 3.199, 1.786)
C (-2.275, 4.439, 2.442)
C (-1.016, 4.948, 2.555)
C (0.082, 4.245, 2.010)
C (-0.084, 3.042, 1.381)
C (-1.370, 2.487, 1.274)
N (-1.575, 1.284, 0.649)
H (-2.879, -3.035, -3.329)
H (-4.985, -2.309, -2.250)
H (-4.998, -0.588, -0.525)
H (-0.726, -2.081, -2.573)
H (-4.931, 1.134, 0.660)
H (-4.630, 3.204, 1.963)
H (-3.131, 4.976, 2.830)
H (-0.853, 5.898, 3.044)
H (1.074, 4.671, 2.092)
H (0.778, 2.518, 0.989)
N (-0.094, -0.491, 2.135)
C (0.361, 0.481, 3.133)
C (1.704, 0.813, 3.197)
C (2.126, 1.726, 4.151)
C (1.210, 2.298, 5.025)
C (-0.131, 1.943, 4.959)
C (-0.561, 1.025, 4.011)
H (-1.053, -0.744, 2.383)
H (0.442, -1.346, 2.262)
H (2.424, 0.357, 2.527)
H (3.175, 1.980, 4.224)
H (1.546, 3.000, 5.776)
H (-0.840, 2.363, 5.660)
H (-1.604, 0.727, 3.976)

Total charge ... +3
Highest occupied orbital energy (alpha / beta) ... -16.9262 / -16.9262 eV

***

Record 3
Molecular formula: C29H26BIN8O2PbS3
Method: DFT, ωB97M-V/def2-TZVPD

Cartesian coordinates (Å):
Pb (-0.872, -0.500, 0.108)
O (-1.669, 6.986, 1.396)
C (-0.551, 6.440, 1.420)
O (0.590, 6.945, 1.475)
C (-0.562, 4.911, 1.181)
C (0.594, 4.163, 1.378)
C (0.568, 2.797, 1.175)
N (-0.525, 2.164, 0.718)
C (-1.630, 2.871, 0.488)
C (-1.690, 4.244, 0.752)
C (-2.773, 2.131, -0.134)
C (-3.672, 2.828, -0.902)
C (-4.719, 2.085, -1.547)
C (-4.733, 0.743, -1.512)
C (-3.618, 0.005, -0.861)
N (-2.820, 0.798, 0.050)
C (1.779, 1.959, 1.435)
C (2.891, 2.442, 2.128)
C (3.975, 1.605, 2.321)
C (3.937, 0.308, 1.830)
C (2.790, -0.096, 1.164)
N (1.748, 0.707, 0.981)
H (1.485, 4.696, 1.676)
H (-2.607, 4.802, 0.632)
H (-3.597, 3.898, -1.019)
H (-5.502, 2.623, -2.072)
H (-5.510, 0.166, -2.000)
H (-3.981, -0.885, -0.347)
H (2.907, 3.450, 2.515)
H (4.845, 1.965, 2.857)
H (4.768, -0.373, 1.952)
H (2.688, -1.101, 0.758)
C (0.322, -2.551, -3.064)
N (-0.364, -3.479, -2.193)
C (-1.590, -4.052, -2.465)
C (-1.934, -4.752, -1.369)
N (-0.943, -4.596, -0.420)
B (-1.030, -5.355, 0.945)
N (-0.331, -4.499, 2.030)
C (0.842, -4.832, 2.662)
C (1.220, -3.792, 3.435)
N (0.261, -2.811, 3.257)
C (0.272, -1.496, 3.861)
C (-0.692, -3.264, 2.403)
S (-2.102, -2.397, 1.981)
C (0.034, -3.816, -0.930)
S (1.511, -3.324, -0.224)
H (0.261, -2.911, -4.091)
H (1.360, -2.490, -2.746)
H (-0.134, -1.561, -2.995)
H (-2.111, -3.876, -3.388)
H (-2.826, -5.311, -1.150)
H (-0.450, -6.427, 0.879)
H (-2.205, -5.480, 1.215)
H (1.328, -5.771, 2.475)
H (2.084, -3.642, 4.057)
H (1.261, -1.320, 4.282)
H (-0.485, -1.419, 4.642)
H (0.064, -0.736, 3.111)
S (-2.391, -0.748, -2.133)
I (4.787, -0.132, -2.052)
C (3.131, 1.035, -2.656)
C (3.376, 2.201, -3.372)
C (2.272, 2.957, -3.731)
C (1.008, 2.518, -3.373)
C (0.891, 1.330, -2.670)
N (1.949, 0.595, -2.311)
H (4.382, 2.498, -3.627)
H (2.401, 3.882, -4.278)
H (0.121, 3.086, -3.618)
H (-0.085, 0.961, -2.378)

Total charge ... -2
Highest occupied orbital energy ... -1.4462 eV

***

What energy relative to the best compared isomer or geometry (same formula, charge and spin) values result from the calculations? In sequence: 2.182, 0.000, 0.408 eV.